A structure of composition C20H34NNaO5. Source: the OMol25 dataset; level of theory: the ωB97M-V functional and the def2-TZVPD basis.

Output
Gap between HOMO and LUMO = 5.61 eV
Largest force on an atom = 0.0393 hartree/bohr
LUMO level = -2.342 eV
Highest occupied orbital energy = -7.957 eV

Cartesian coordinates (Å):
Na -0.690647 3.800694 1.939036
O -2.430327 -0.267867 -1.124586
O 0.917984 0.387630 -0.000824
O -4.070097 3.513815 -1.299097
O -0.396544 -0.427571 -2.118018
O -5.198449 1.583008 -1.485034
N -0.434567 -1.138536 1.127244
C -1.552214 -4.239791 -0.882859
C -0.281631 -2.491025 0.567841
C -1.633563 -3.059802 0.090737
C -0.460998 -0.004985 0.229988
C 1.115095 1.635136 -0.592940
C -0.270604 -1.349789 3.518096
C -4.277581 2.386320 -0.919700
C 0.426873 -0.950291 2.286201
C -3.535318 1.802817 0.241978
C 2.553050 1.742189 -1.121605
C -1.585803 -3.832961 -2.371666
C -2.036208 2.099640 0.096690
C -1.157159 -0.287718 -1.147658
C 3.666547 1.137894 1.124259
C -0.801103 -1.694895 4.517782
C 0.897009 -2.691821 -0.402036
C 3.575876 2.133173 -0.043308
C 3.389003 3.556085 0.469204
C -1.178953 1.155665 0.971265
C 2.958014 0.499665 -1.895617
H 0.442384 1.812186 -1.433757
H 2.916287 1.381244 1.877101
H 2.466119 3.634147 1.057157
H 1.723728 -2.027978 -0.163016
H -2.270778 -2.272212 -0.298631
H -3.716089 0.746843 0.381466
H 1.352010 -1.527279 2.216134
H -0.717388 -4.900301 -0.658612
H -0.592603 -3.870137 -2.814066
H 4.650406 1.211349 1.581896
H -1.972428 -2.822950 -2.472674
H -0.023731 -3.122064 1.420223
H -1.387956 -2.002301 5.352790
H 3.979150 0.642040 -2.259489
H 0.988053 2.459712 0.134747
H -3.891661 2.341356 1.126166
H -2.209824 -4.530476 -2.926594
H -1.856125 0.691187 1.686083
H 2.327365 0.346377 -2.766332
H -5.158827 1.722862 -2.441432
H 0.620157 -2.587821 -1.442933
H 3.494964 0.132518 0.755974
H -2.452053 -4.831253 -0.704023
H 2.945398 -0.401337 -1.292402
H 4.550147 2.132744 -0.541432
H 0.730211 0.085652 2.420406
H -1.728839 2.161305 -0.939208
H 1.278275 -3.705985 -0.269107
H -2.129195 -3.434715 0.989720
H -1.932136 3.130271 0.475177
H 2.534925 2.569676 -1.839591
H 4.191211 3.824797 1.153907
H -0.441536 1.676415 1.594925
H 3.308393 4.277369 -0.341935

Atoms 1-3, force components in eV/Å:
Na 0.14 -0.15 -0.12
O 1.44 -0.08 0.11
O -0.29 0.08 0.36

Here are the natural (NBO) charges for atoms 1 to 8, given in e:
1 Na 0.9860
2 O -0.7906
3 O -0.5838
4 O -0.6134
5 O -0.7077
6 O -0.6787
7 N -0.4683
8 C -0.3998

A structure of composition C20H34NSi3Ti. Source: the OMol25 dataset; level of theory: the ωB97M-V functional and the def2-TZVPD basis.

Output
Charge = +1
Gap between HOMO and LUMO (spin up / spin down) = 7.32 / 7.90 eV
Spin multiplicity = 3
⟨S²⟩ = 2.0059
Largest force on an atom = 0.0126 hartree/bohr
LUMO level (spin up / spin down) = -3.502 / -3.602 eV
Highest occupied orbital energy (spin up / spin down) = -10.821 / -11.506 eV

Cartesian coordinates (Å):
Ti -0.205468 -0.004136 0.248403
Si 1.977507 2.605965 -0.239041
Si 0.706875 0.974127 -2.521212
Si 2.810753 -0.377202 -0.733739
N -0.907879 -1.061018 -1.477797
C -1.538840 -2.342034 -3.849256
C 3.012821 2.528401 1.328743
C 3.008280 3.509016 -1.521263
C -0.504281 -1.139133 2.514787
C 4.462775 0.224210 -1.379597
C 0.248655 0.015542 2.756091
C -0.400945 -0.591546 -2.645010
C -1.707583 -2.139715 -1.489613
C 2.359758 -1.954292 -1.672509
C 1.422414 0.901449 -0.808049
C -0.288623 1.267451 2.461778
C -1.551313 1.383854 1.874003
C -2.289899 0.229750 1.602525
C -2.045284 -2.809774 -2.644211
C -0.506759 2.377610 -2.796655
C 3.083211 -0.996563 1.029597
C 1.903902 0.940531 -3.956601
C 0.475477 3.711197 0.125918
C -1.778536 -1.029304 1.959471
C -0.718393 -1.227574 -3.839985
H -2.687052 -3.677294 -2.594861
H 3.895024 2.942918 -1.807475
H 2.437089 3.719600 -2.428350
H -1.319284 2.369838 -2.066438
H 1.369816 0.977328 -4.908775
H 3.939455 -1.675124 1.044437
H 4.852519 1.067654 -0.808812
H 1.483175 -2.448933 -1.244523
H -1.779953 -2.844947 -4.776271
H 1.232009 -0.060873 3.197769
H -0.108834 -2.108782 2.785422
H -2.377964 -1.914971 1.795492
H -0.953815 2.295772 -3.789790
H 3.340643 4.469693 -1.121344
H -0.462111 3.176727 -0.031151
H -0.303998 -0.844507 -4.763124
H 3.279067 -0.200170 1.747294
H 3.220612 3.544597 1.672029
H 4.407928 0.527818 -2.426017
H 5.191660 -0.586100 -1.305054
H 2.518287 2.001545 2.147987
H 2.164427 -1.792401 -2.733346
H 3.189613 -2.661532 -1.602819
H -1.962623 2.355574 1.641359
H 2.537396 0.053383 -3.956495
H 0.486279 4.102087 1.146205
H 0.291578 2.158027 2.661208
H -2.081845 -2.481591 -0.532106
H 2.555881 1.814529 -3.918421
H 2.217090 -1.574214 1.370266
H 3.975337 2.043462 1.159263
H 0.461376 4.577052 -0.539081
H -3.273387 0.306175 1.158374
H -0.016380 3.350542 -2.734429

Atoms 1-3, force components in eV/Å:
Ti 0.17 0.26 0.57
Si -0.10 0.04 0.02
Si -0.05 0.03 0.07

Here are the natural (NBO) charges for atoms 1 to 8, given in e:
1 Ti 1.3627
2 Si 1.7612
3 Si 1.7367
4 Si 1.7378
5 N -0.6370
6 C -0.1156
7 C -1.1231
8 C -1.1404

A structure of composition C20H35Br4N2O4P2S. Source: the OMol25 dataset; level of theory: the ωB97M-V functional and the def2-TZVPD basis.

Output
Charge = -1
Gap between HOMO and LUMO = 6.68 eV
Largest force on an atom = 0.0277 hartree/bohr
LUMO level = 1.652 eV
Highest occupied orbital energy = -5.029 eV

Cartesian coordinates (Å):
Br -4.467436 -5.577646 3.520576
Br -5.507672 -2.612027 4.009277
Br -7.427684 -4.768158 2.670922
Br -1.078539 -3.956879 -3.247160
S -3.147820 2.919643 1.937034
P -0.038265 -3.332176 -1.319315
P 0.738454 0.784142 -0.514823
O -0.938251 0.441447 -0.060472
O -4.950688 -2.506665 0.114147
O 0.766338 -0.851340 -1.319670
O -1.052726 -3.983980 -0.202570
N -4.380835 -0.352706 0.694340
N 2.257960 1.521694 -4.373189
C -5.611798 -4.167866 2.883437
C 4.715346 -0.744672 1.876451
C 4.050137 1.758407 0.961809
C 0.173537 1.485076 -2.203273
C 0.666472 2.467386 0.379275
C 0.814950 2.788270 -2.709764
C -0.735478 3.094163 0.470765
C 1.407128 2.697112 -4.121456
C -4.157763 -1.770004 0.626946
C 2.637293 0.920588 -0.899630
C 4.896789 1.640972 2.062628
C 5.241776 0.374757 2.523986
C -1.345111 2.784727 1.832989
C 3.512456 0.647368 0.287738
C -1.640698 -1.483541 1.083577
C 3.860812 -0.626984 0.771422
C -2.929092 -2.288902 1.298211
C -1.441086 -0.854305 -0.304281
C 3.352804 -1.880968 0.118193
C -0.432680 -1.504312 -1.320003
H -0.902465 3.408794 2.601628
H 0.980561 2.242169 1.398084
H 4.975209 -1.735635 2.222691
H -0.780558 -2.111358 1.294248
H 0.328291 0.720851 -2.957394
H 0.596865 2.669757 -4.848044
H -0.612861 -4.744383 0.187759
H -0.901418 1.637249 -2.162419
H 1.752576 0.827345 -4.898922
H -5.252266 -3.877461 1.903378
H 2.006170 3.582376 -4.330394
H -0.628360 4.181138 0.408734
H -5.334954 -0.189703 0.993955
H -1.390571 2.805543 -0.341966
H -3.184361 -2.250234 2.356950
H 2.280141 -1.942670 0.264844
H -0.922624 -1.366181 -2.298064
H 1.402814 3.172019 0.003649
H -4.271712 0.042284 -0.231433
H 3.551204 -1.886192 -0.947802
H 2.911308 1.911421 -1.253613
H 3.796993 -2.761083 0.575367
H 5.909098 0.254142 3.363937
H 3.792741 2.747291 0.605950
H 5.302104 2.521018 2.538552
H -2.842883 -3.338028 1.042186
H 2.582310 1.100902 -3.514749
H -1.626467 -0.672110 1.798532
H -3.445825 1.814655 1.239996
H 0.034849 3.549252 -2.772315
H -2.351491 -0.701921 -0.887905
H 1.576319 3.205160 -2.055964
H 2.864699 0.188943 -1.672900
H 1.084661 0.170186 0.752560
H -1.088731 1.761842 2.092770

Atoms 1-3, force components in eV/Å:
Br -0.01 0.01 0.01
Br -0.08 0.00 0.05
Br 0.03 0.01 0.02

Here are the natural (NBO) charges for atoms 1 to 8, given in e:
1 Br 0.0786
2 Br 0.0858
3 Br 0.0826
4 Br -0.3359
5 S -0.1058
6 P 1.0320
7 P 1.5999
8 O -0.8415

| no. | total energy (Eh) |
| --- | --- |
| 1 | -1375.61454 |
| 2 | -2555.10162 |
| 3 | -12570.56623 |